The following is a DFT calculation (ωB97M-V/def2-TZVPD) of a cluster of 2 separate species, C3H2ClNO in total.

Calculated values
- SMILES string = O=C=NCl.C#C
- HOMO level (eV) = -9.749
- total energy (Ha) = -705.5410

XYZ file:
```
8
Properties=species:S:1:pos:R:3:forces:R:3
O -2.385967 -2.518142 0.116341 -0.4 -0.8 0.3
C -2.502026 -1.371388 0.183997 0.3 0.8 -0.8
N -2.274935 -0.175965 0.210561 -1.9 0.2 0.2
Cl -3.226944 1.150272 -0.198282 0.0 -0.4 0.1
C 0.445389 0.107894 -0.509348 1.2 0.6 -4.4
C 0.007164 0.088717 0.590345 0.4 0.0 1.2
H 0.660736 0.222381 -1.647542 -0.3 -0.4 3.0
H -0.502689 0.037442 1.512480 0.5 0.1 0.5
```
Positions in Å, forces in eV/Å.